No. 1
C30H38Br2N6O2RuSi as an isolated structure. Source: the OMol25 dataset; level of theory: ωB97M-V/def2-TZVPD.

Positions of all 80 atoms, in Å:
1 Ru 0.4338 -0.8939 0.4243
2 C 3.1651 -2.3288 -0.4887
3 C 2.8552 -1.1851 -1.4067
4 C 3.8569 -0.7815 -2.3161
5 C 3.6261 0.2565 -3.1566
6 C 2.3446 0.8499 -3.1851
7 C 2.0020 1.8774 -4.0993
8 Br 3.2937 2.5901 -5.2794
9 C 0.7343 2.3517 -4.1586
10 C -0.2604 1.8011 -3.3273
11 Br -2.0078 2.4244 -3.6027
12 C 0.0121 0.8214 -2.4026
13 O -0.9357 0.1863 -1.6813
14 C 1.3679 0.3614 -2.2895
15 N 1.6779 -0.5885 -1.3417
16 H 3.8948 -2.9882 -0.9557
17 H 2.2617 -2.8982 -0.2658
18 H 3.5811 -1.9700 0.4522
19 H 4.8089 -1.2933 -2.3059
20 H 4.3906 0.6093 -3.8336
21 H 0.4611 3.1229 -4.8636
22 C -1.2862 1.4817 0.7256
23 Si -2.1945 0.4874 -0.5712
24 C -2.6980 -1.2708 -0.2307
25 C -3.7521 1.3831 -1.0545
26 C -4.6902 0.7861 -1.9033
27 C -5.8806 1.4215 -2.2168
28 C -6.1664 2.6660 -1.6704
29 C -5.2586 3.2690 -0.8135
30 C -4.0632 2.6315 -0.5112
31 H -1.7495 1.4198 1.7109
32 H -1.2435 2.5344 0.4310
33 H -0.2298 1.1662 0.8170
34 H -3.2963 -1.3466 0.6788
35 H -1.8551 -1.9609 -0.1406
36 H -3.3126 -1.6203 -1.0634
37 H -4.4844 -0.1802 -2.3491
38 H -6.5872 0.9476 -2.8856
39 H -7.0978 3.1621 -1.9103
40 H -5.4786 4.2376 -0.3839
41 H -3.3644 3.1275 0.1511
42 C 3.0816 -3.8884 4.2514
43 C 2.3374 -4.1798 2.9654
44 N 1.7909 -2.9348 2.4560
45 C 2.4012 -1.7224 2.5520
46 N 1.9362 -0.7326 1.8353
47 C 2.5608 0.5845 1.9259
48 C 3.3168 0.7882 3.2245
49 C 4.2410 -0.3911 3.4311
50 N 3.4626 -1.6204 3.4069
51 C 4.1013 -2.8033 3.9735
52 H 3.5788 -4.7840 4.6216
53 H 2.3780 -3.5449 5.0128
54 H 1.5109 -4.8692 3.1346
55 H 3.0134 -4.6450 2.2384
56 H 1.0440 -2.9597 1.7774
57 H 1.7740 1.3340 1.8265
58 H 3.2343 0.7277 1.0713
59 H 2.6168 0.8465 4.0615
60 H 3.8836 1.7184 3.1931
61 H 4.7443 -0.3379 4.3968
62 H 5.0187 -0.4070 2.6565
63 H 4.6023 -2.4952 4.8914
64 H 4.8747 -3.1830 3.2932
65 N -0.7246 -1.2040 2.0441
66 C -1.2042 -1.3694 3.0832
67 N -1.7457 -1.5712 4.2638
68 C -2.8722 -2.5047 4.4146
69 C -4.1641 -1.7187 4.5705
70 O -4.0580 -0.7801 5.6232
71 C -3.0401 0.1700 5.3758
72 C -1.6881 -0.5164 5.2868
73 H -2.6894 -3.1129 5.3024
74 H -2.9124 -3.1553 3.5423
75 H -4.9859 -2.3861 4.8243
76 H -4.4044 -1.2038 3.6303
77 H -3.0589 0.8797 6.2011
78 H -3.2488 0.7089 4.4410
79 H -1.4509 -0.9912 6.2410
80 H -0.8940 0.1841 5.0329

Energy above the lowest of the compared OMol25 structures with the same formula, charge and spin ... 29.1 kcal/mol
HOMO-LUMO gap (alpha / beta) ... 7.281 / 6.918 eV
2S+1 ... 2
⟨S²⟩ ... 0.75
Maximum force ... 0.524 eV/A
E_HOMO (alpha / beta) ... -9.8 / -9.5 eV
Net charge ... +1

No. 2
C25H22O4S as an isolated structure at a distorted geometry. Source: the OMol25 dataset; level of theory: ωB97M-V/def2-TZVPD.

Positions of all 52 atoms, in Å:
1 C -1.9603 -5.6375 -4.4129
2 H -1.4809 -6.6499 -4.7401
3 O -0.7973 -4.9376 -4.0098
4 C -1.1226 -3.4996 -3.6455
5 C -2.3705 -2.7491 -3.8750
6 C -2.6264 -1.5063 -3.2497
7 C -1.6803 -0.7616 -2.6304
8 C -0.1313 -1.3950 -2.7088
9 C 0.0678 -2.6845 -3.0898
10 C 1.2934 -3.3561 -3.0111
11 H 2.1995 -2.8890 -3.3906
12 H 1.4736 -4.3473 -3.2361
13 S 1.9136 -3.1806 -1.4041
14 C 0.5855 -4.1883 -0.3318
15 C -0.4647 -3.0621 -0.1975
16 O -0.5170 -2.0173 0.5059
17 O -1.8867 -3.5414 -0.5831
18 H -2.5227 -2.9146 -0.3058
19 H 1.0578 -4.5685 0.5138
20 H 0.1535 -4.9972 -0.8550
21 H 0.6755 -0.8143 -2.2976
22 C -1.7752 0.5088 -2.0262
23 O -2.5180 1.1830 -2.7028
24 C -1.0941 0.8588 -0.8592
25 C -0.7483 2.1363 -0.6271
26 C -0.3775 2.5729 0.5848
27 C 0.1566 1.9035 1.4436
28 C 1.0140 2.1932 2.6858
29 C 0.7863 3.7190 3.0341
30 C 0.1250 4.4965 2.0440
31 C -0.2974 3.9550 0.9278
32 H -0.8249 4.7631 0.1651
33 H 0.2008 5.5316 2.2368
34 C 1.4716 4.3156 4.0705
35 C 0.8915 5.2803 4.8767
36 C 1.6495 5.5559 6.0945
37 C 2.9160 5.2723 6.2749
38 C 3.2243 4.1455 5.8193
39 C 2.7999 3.7136 4.5680
40 H 3.3082 2.9430 4.1302
41 H 4.1884 3.8032 5.9518
42 H 3.1859 5.6132 7.5403
43 H 1.0427 6.5812 6.6519
44 H -0.1449 5.6987 4.5816
45 H 1.4977 1.6991 3.4013
46 H 0.2305 0.6642 1.2189
47 H -1.7037 2.8889 -1.2131
48 H -0.6457 0.0908 -0.6452
49 H -3.3868 -1.1604 -3.3995
50 H -3.1627 -3.4005 -3.9370
51 H -2.6301 -5.7193 -3.7205
52 H -2.2350 -5.1897 -5.3875

Energy above the lowest of the compared OMol25 structures with the same formula, charge and spin ... 428.5 kcal/mol
HOMO-LUMO gap ... 7.279 eV
Maximum force ... 19.395 eV/A
E_HOMO ... -8.2 eV

No. 3
A 3-piece molecular cluster, C3H7INO overall at a distorted geometry. Source: the OMol25 dataset; level of theory: ωB97M-V/def2-TZVPD.

Positions of all 13 atoms, in Å:
1 C 1.2309 0.2991 -0.0989
2 C 1.4114 -0.1105 -1.5124
3 C -0.3462 -1.3547 -0.7803
4 N 0.2916 -0.7777 0.4211
5 O 0.4168 -0.9277 -1.8618
6 I -0.9996 -3.3034 -0.5052
7 H 1.9828 0.3978 0.6233
8 H 0.7064 1.2119 -0.1343
9 H -2.2695 1.2823 -0.6787
10 H 2.1999 0.2624 -2.2227
11 H -1.4569 0.9472 -0.4956
12 H 0.6678 -1.4301 1.0311
13 H -0.4852 -0.3274 0.9552

Energy above the lowest of the compared OMol25 structures with the same formula, charge and spin ... 116.0 kcal/mol
HOMO-LUMO gap (alpha / beta) ... 7.245 / 8.580 eV
Maximum force ... 3.934 eV/A
E_HOMO (alpha / beta) ... -12.4 / -12.9 eV
Net charge ... +1

No. 4
An isolated molecule of C4H5NO2. Source: the OMol25 dataset; level of theory: ωB97M-V/def2-TZVPD.

Positions of all 12 atoms, in Å:
1 N -1.2517 -0.1622 1.9690
2 C -0.7904 -0.9420 1.0300
3 C 1.9832 0.4446 -1.5202
4 C 0.9562 0.2658 -0.7039
5 O -0.2907 -0.0725 -1.1831
6 C -1.2368 -0.5410 -0.3222
7 O -2.3631 -0.7319 -0.7114
8 H -1.0502 -0.3782 2.9382
9 H -1.8454 0.6564 1.8230
10 H 2.9339 0.7427 -1.0950
11 H 1.9215 0.3039 -2.5951
12 H 1.0335 0.4146 0.3708

Energy above the lowest of the compared OMol25 structures with the same formula, charge and spin ... 66.7 kcal/mol
HOMO-LUMO gap ... 9.742 eV
Maximum force ... 0.517 eV/A
E_HOMO ... -9.2 eV

No. 5
A 2-piece molecular cluster, C5H12O2 overall. Source: the OMol25 dataset; level of theory: ωB97M-V/def2-TZVPD.

Positions of all 19 atoms, in Å:
1 C 0.0566 2.1599 -0.0904
2 C 0.2262 0.8710 -0.8975
3 C 1.4037 -0.0260 -0.6008
4 C 1.3551 -1.4216 -1.0286
5 O 1.3589 -1.1044 0.3559
6 H 1.0117 2.6753 0.0663
7 H -0.3960 1.9557 0.8832
8 H -0.6012 2.8458 -0.6382
9 H -0.7059 0.2946 -0.8849
10 H 0.4404 1.1123 -1.9473
11 H 2.3643 0.4911 -0.5996
12 H 0.4065 -1.8007 -1.4115
13 H 2.2452 -1.9268 -1.3896
14 C -1.8649 -1.1153 1.3454
15 O -0.7916 -0.2815 1.6901
16 H -2.7832 -0.5270 1.4276
17 H -1.9488 -1.9819 2.0177
18 H -1.7983 -1.4938 0.3103
19 H 0.0214 -0.7269 1.3919

Energy above the lowest of the compared OMol25 structures with the same formula, charge and spin ... 52.2 kcal/mol
HOMO-LUMO gap ... 10.872 eV
SMILES string ... CC[C@@H]1CO1.CO
Maximum force ... 0.440 eV/A
E_HOMO ... -9.8 eV

No. 6
A 6-piece molecular cluster, C14H41FN3O5 overall at a distorted geometry. Source: the OMol25 dataset; level of theory: ωB97M-V/def2-TZVPD.

Positions of all 64 atoms, in Å:
1 F 0.7552 -0.0411 -0.5518
2 C 1.4282 3.9417 0.1401
3 C 0.2674 3.2141 0.7845
4 C -0.6463 4.1686 1.5614
5 O -1.4314 3.5684 2.5616
6 C -1.5419 4.3523 3.7821
7 N -0.4068 2.4728 -0.3318
8 H 1.2390 4.8674 -0.4035
9 H 1.9356 3.2630 -0.5454
10 H 2.1633 4.1885 0.9061
11 H 0.6399 2.6551 1.6429
12 H -1.2654 4.7644 0.8908
13 H 0.0202 4.9462 1.9345
14 H -1.9570 3.8087 4.6308
15 H -2.2175 5.1667 3.5206
16 H -0.6354 4.8915 4.0568
17 H -0.5850 3.1225 -1.0842
18 H 0.3559 1.8665 -0.5979
19 C -0.4264 -1.1616 -3.2872
20 C -1.8717 -0.7368 -3.6729
21 C -2.8476 -1.9325 -3.2860
22 O -2.8644 -2.2207 -1.9208
23 C -3.4790 -3.4878 -1.6337
24 N -2.2488 0.5044 -3.0749
25 H -0.4049 -1.6146 -2.2960
26 H 0.2704 -0.3234 -3.2810
27 H 0.0327 -1.9078 -3.9358
28 H -1.8016 -0.5629 -4.7467
29 H -2.4859 -2.7633 -3.8919
30 H -3.8630 -1.8056 -3.6613
31 H -4.5508 -3.3081 -1.7174
32 H -3.1200 -3.6095 -0.6118
33 H -3.1914 -4.2132 -2.3948
34 H -3.1253 0.7519 -3.5115
35 H -1.6804 1.2305 -3.4870
36 C 0.2630 -4.2906 1.6202
37 C -0.5130 -2.9347 1.7226
38 C 0.0967 -1.7895 2.5899
39 O -0.8022 -0.6954 2.6431
40 C -0.3679 0.2199 3.6494
41 N -0.6323 -2.5278 0.3397
42 H 0.6483 -4.5314 2.6110
43 H 1.0898 -4.2741 0.9101
44 H -0.4217 -5.0800 1.3104
45 H -1.5488 -3.1857 1.9514
46 H 1.0912 -1.5003 2.2503
47 H 0.1627 -2.2757 3.5632
48 H -0.9977 1.1036 3.7523
49 H 0.6363 0.5445 3.3768
50 H -0.2979 -0.1276 4.6802
51 H 0.2551 -2.2220 -0.0333
52 H -0.6434 -3.4015 -0.1668
53 C 3.6830 0.3799 -2.5694
54 O 2.7885 -0.6249 -2.2994
55 H 4.5625 0.0183 -3.1020
56 H 3.1708 1.1321 -3.1695
57 H 4.0617 0.8474 -1.6605
58 H 2.0683 -0.2577 -1.7816
59 C 3.8293 -0.5875 0.9683
60 O 2.8941 0.4773 0.9924
61 H 4.7734 -0.3450 1.4562
62 H 3.4088 -1.4485 1.4878
63 H 4.1387 -0.9285 -0.0197
64 H 2.1428 0.2494 0.4400

Energy above the lowest of the compared OMol25 structures with the same formula, charge and spin ... 0.0 kcal/mol
HOMO-LUMO gap ... 8.258 eV
Maximum force ... 2.357 eV/A
E_HOMO ... -5.2 eV
Net charge ... -1